Entry 1:
Here is 2 unconnected molecules or ions with the total composition C2H8N3 at a distorted geometry from the OMol25 dataset. Energies are from the ωB97M-V functional and the def2-TZVPD basis.

Element x y z (Å)
C 1.490 -0.016 -0.077
C -1.577 1.134 -0.127
N 2.620 -0.294 0.404
N -1.018 -0.019 0.512
N -1.323 -1.158 0.095
H 1.439 0.380 -1.052
H -1.883 1.887 0.588
H -0.763 1.377 -0.732
H -2.495 0.856 -0.647
H 3.496 0.001 0.037
H -0.815 -1.922 0.352
H -1.918 -1.461 -0.601
H 2.746 -0.766 1.248

## Properties
Kohn-Sham gap (spin up / spin down), Eh: 0.2510 / 0.2732
Spin multiplicity: 3
Total charge: +1
E_HOMO (spin up / spin down), Eh: -0.424 / -0.516
LUMO energy (spin up / spin down), eV: -4.714 / -6.619
Largest force on an atom, eV/Å: 3.71
DFT total energy, eV: -6661.1784


Entry 2:
Here is 2 unconnected molecules or ions with the total composition C2H8N3O at a distorted geometry from the OMol25 dataset. Energies are from the ωB97M-V functional and the def2-TZVPD basis.

Element x y z (Å)
C 1.594 0.493 -0.040
C -1.918 -0.316 0.246
N 2.164 1.648 -0.028
N 1.625 -1.836 -0.166
N -1.217 0.383 -0.702
O 2.280 -0.595 -0.023
H -1.502 -1.320 0.381
H -2.902 -0.503 -0.238
H -2.143 0.186 1.196
H 1.605 2.491 -0.035
H 3.178 1.777 -0.002
H 2.346 -2.542 -0.026
H 1.216 -1.910 -1.097
H -1.308 1.394 -0.613

## Properties
Kohn-Sham gap (spin up / spin down), Eh: 0.2333 / 0.2331
Total charge: +1
E_HOMO (spin up / spin down), Eh: -0.497 / -0.496
LUMO energy (spin up / spin down), eV: -7.162 / -7.165
Largest force on an atom, eV/Å: 3.11
DFT total energy, eV: -8708.1092


Entry 3:
Here is 2 unconnected molecules or ions with the total composition C2H8N3O at a distorted geometry from the OMol25 dataset. Energies are from the ωB97M-V functional and the def2-TZVPD basis.

Element x y z (Å)
C -1.973 0.619 -0.255
N -2.703 0.483 -1.378
O -0.926 0.032 -0.028
H -2.292 1.502 0.321
H -3.590 0.962 -1.363
H -2.319 0.274 -2.285
N 1.716 -1.347 -0.146
C 2.195 -0.517 0.755
N 1.473 0.454 1.233
H 0.844 -1.204 -0.641
H 2.070 -2.292 -0.115
H 3.229 -0.594 1.078
H 1.814 1.240 1.763
H 0.461 0.388 1.062

## Properties
Kohn-Sham gap, Eh: 0.4100
Total charge: +1
E_HOMO, Eh: -0.530
LUMO energy, eV: -3.272
Largest force on an atom, eV/Å: 1.66
DFT total energy, eV: -8716.0133


Entry 4:
Here is 2 unconnected molecules or ions with the total composition C2H8N3O2 at a distorted geometry from the OMol25 dataset. Energies are from the ωB97M-V functional and the def2-TZVPD basis.

Element x y z (Å)
C 2.868 0.312 -0.107
C -2.176 1.531 0.045
N 0.933 -0.923 0.089
N -0.971 -2.132 0.003
N -0.266 -1.073 0.022
O 1.494 0.263 0.266
O -2.175 0.214 0.079
H 3.188 -0.622 -0.568
H 3.465 0.509 0.785
H 2.986 1.132 -0.816
H -3.245 1.840 0.121
H -1.822 1.964 -0.909
H -1.705 2.005 0.926
H -0.617 -3.059 0.234
H -1.957 -1.961 -0.171

## Properties
Kohn-Sham gap (spin up / spin down), Eh: 0.2102 / 0.2106
Total charge: +1
E_HOMO (spin up / spin down), Eh: -0.513 / -0.512
LUMO energy (spin up / spin down), eV: -8.230 / -8.209
Largest force on an atom, eV/Å: 3.59
DFT total energy, eV: -10753.5936


Entry 5:
Here is a gas-phase ion, C2H8N3O2 (charge +1) at a distorted geometry from the OMol25 dataset. Energies are from the ωB97M-V functional and the def2-TZVPD basis.

Element x y z (Å)
C 0.483 -0.311 -0.350
C -0.939 -0.562 0.868
N 1.661 0.023 0.117
N 0.248 -0.692 -1.577
N -1.958 0.623 0.455
O 2.777 0.045 -0.743
O -0.420 -0.307 2.063
H 1.782 0.414 1.096
H 0.822 -0.390 -2.308
H 2.904 -0.751 -1.246
H -0.525 -1.199 -1.829
H -1.521 1.017 -0.362
H -2.015 1.218 1.369
H -2.925 0.262 0.154
H -0.372 0.609 2.293

## Properties
Kohn-Sham gap, Eh: 0.3087
Total charge: +1
E_HOMO, Eh: -0.440
LUMO energy, eV: -3.583
Largest force on an atom, eV/Å: 4.07
DFT total energy, eV: -10757.1484


Entry 6:
Here is a gas-phase ion, C2H8N3O2 (charge +1) at a distorted geometry from the OMol25 dataset. Energies are from the ωB97M-V functional and the def2-TZVPD basis.

Element x y z (Å)
C 1.022 -0.753 -0.465
C -0.723 1.226 0.665
N 1.903 -1.128 -1.428
N 0.405 0.392 -0.490
N -1.141 0.047 1.405
O 0.992 -1.445 0.662
O -1.639 1.814 -0.138
H -0.194 1.973 1.124
H 1.688 -0.779 -2.383
H 2.055 -2.146 -1.405
H 0.530 1.031 -1.295
H -1.503 -0.618 0.728
H 0.611 -0.977 1.390
H -1.817 0.309 2.118
H -2.190 1.054 -0.488

## Properties
Kohn-Sham gap, Eh: 0.4459
Total charge: +1
E_HOMO, Eh: -0.565
LUMO energy, eV: -3.254
Largest force on an atom, eV/Å: 4.89
DFT total energy, eV: -10762.2845


Entry 7:
Here is 2 unconnected molecules or ions with the total composition C2H8N3O2 at a distorted geometry from the OMol25 dataset. Energies are from the ωB97M-V functional and the def2-TZVPD basis.

Element x y z (Å)
C -1.506 0.018 0.006
C 1.596 0.310 -0.486
N -2.707 -0.542 0.166
N -0.366 -0.532 -0.194
N 2.305 -0.584 0.103
O -1.448 1.328 0.028
O 1.332 1.439 0.084
H 1.403 0.317 -1.515
H -2.884 -1.546 -0.009
H -3.583 -0.099 0.405
H -0.304 -1.596 -0.314
H 2.370 -0.446 1.150
H -0.469 1.664 -0.087
H 2.835 -1.228 -0.399
H 1.427 1.497 1.063

## Properties
Kohn-Sham gap, Eh: 0.3798
Total charge: +1
E_HOMO, Eh: -0.503
LUMO energy, eV: -3.358
Largest force on an atom, eV/Å: 3.95
DFT total energy, eV: -10762.0391


Entry 8:
Here is a gas-phase ion, C2H8N3S (charge +1) at a distorted geometry from the OMol25 dataset. Energies are from the ωB97M-V functional and the def2-TZVPD basis.

Element x y z (Å)
C 1.592 0.367 0.048
C 0.145 -0.066 -0.073
N -0.279 -0.398 -1.268
N -0.690 -0.106 0.978
N -1.952 -0.452 0.724
S 2.429 0.556 -1.566
H 1.662 1.337 0.462
H 2.063 -0.329 0.767
H 2.882 -0.731 -1.900
H -1.217 -0.495 -1.372
H -0.468 -0.390 1.970
H 0.231 -0.362 -2.113
H -2.681 0.239 1.123
H -2.159 -1.246 1.281

## Properties
Kohn-Sham gap, Eh: 0.3737
Total charge: +1
E_HOMO, Eh: -0.507
LUMO energy, eV: -3.624
Largest force on an atom, eV/Å: 5.09
DFT total energy, eV: -17501.6724


ΔE to the lowest compared entry with this formula, charge and spin? In order: 139.32; 807.24; 44.61; 971.57; 628.58; 133.02; 156.71; 70.86 kJ/mol.